{"formula": "C16H28O6", "method": "wB97M-V/def2-TZVPD", "largest_force_ha_per_bohr": 0.133, "charge": 0, "e_lumo_ev": 0.31, "orbital_gap_ev": 9.76, "species": ["O", "H", "H", "O", "H", "C", "H", "H", "C", "C", "H", "C", "C", "H", "H", "C", "H", "O", "C", "H", "C", "H", "C", "H", "H", "H", "H", "H", "H", "O", "C", "H", "H", "H", "C", "H", "O", "H", "C", "C", "H", "H", "C", "H", "C", "H", "C", "O", "H", "H"], "positions_angstrom": [[-1.163, -0.666, 1.072], [3.564, -2.263, 3.009], [1.958, 1.221, 2.985], [-2.657, 2.223, -1.508], [-1.144, -1.153, -1.845], [-0.490, -2.057, -3.745], [4.242, 0.341, 2.728], [0.278, -1.542, -1.441], [-0.640, -0.248, -0.075], [-0.359, -1.745, 1.459], [1.372, -2.625, 0.395], [-1.670, 2.997, 0.301], [-1.313, -1.009, -2.912], [-3.092, 2.027, 1.659], [-0.642, 2.890, 0.645], [-2.489, 1.811, 0.778], [1.330, -0.278, -0.975], [-1.096, 0.743, -0.641], [3.508, -0.146, 3.370], [-1.799, 1.037, 1.116], [2.963, -1.445, 2.613], [-0.975, -3.026, -3.863], [0.647, -1.018, -0.560], [1.640, -0.869, 1.095], [-1.664, 3.797, -1.754], [0.495, -2.306, -3.349], [0.503, -0.069, 4.305], [-0.646, 2.280, -1.469], [-0.404, -1.852, 2.543], [1.604, -1.391, 3.119], [-0.804, 0.279, -3.419], [2.609, 1.219, 4.674], [1.738, -0.877, 5.280], [-2.018, 3.950, 0.699], [-0.450, -0.044, -4.884], [4.077, -0.268, 4.292], [-0.535, -1.435, -5.038], [-2.389, -1.079, -3.074], [-1.527, 2.865, -1.205], [1.508, -0.489, 4.288], [-1.372, 1.204, -3.318], [-1.259, 0.407, -5.458], [0.992, -1.647, 0.691], [-0.814, -2.708, 1.225], [-3.255, 1.567, -0.432], [0.090, 0.551, -2.858], [2.350, 0.617, 3.804], [-4.395, 1.012, -0.642], [0.491, 0.361, -5.255], [3.099, -1.144, 1.574]], "forces_ev_per_angstrom": [[0.638, -0.660, -0.790], [-0.452, -0.517, -0.663], [-0.663, -0.048, 0.280], [-4.524, -2.956, -0.819], [-0.872, 0.072, -1.004], [-2.102, 0.781, -0.470], [-0.196, 0.435, -0.179], [0.695, -0.793, 0.659], [0.298, 3.324, -2.628], [0.562, -2.669, 1.062], [0.746, -0.045, 1.282], [2.591, 0.957, 1.387], [-0.416, -1.826, 0.647], [-0.506, 0.312, -0.294], [0.085, 0.206, 0.662], [0.236, 1.212, 2.300], [0.092, 0.043, 0.309], [2.697, -5.056, 0.431], [3.132, -0.837, -0.910], [-1.417, 0.723, 0.044], [0.979, 3.334, 3.854], [-0.268, 0.073, 0.082], [-3.264, 2.421, -1.463], [-0.447, -1.173, 0.264], [0.884, 0.419, 0.166], [0.501, 0.617, -0.110], [-0.485, -0.810, 0.089], [-0.033, 0.999, -0.403], [0.754, 0.797, -0.193], [0.531, -1.117, 1.285], [2.001, 1.282, -0.368], [0.021, 0.617, -0.283], [0.427, -0.452, -0.307], [-0.267, 0.051, -0.463], [-1.063, 0.999, 0.109], [0.224, -1.113, -0.032], [0.987, -1.081, 0.140], [0.021, -0.426, -0.247], [0.475, 2.730, 0.747], [-1.675, 0.117, -2.200], [-0.694, -0.574, -0.110], [0.095, -0.103, -0.555], [-0.452, -0.570, 0.527], [-0.485, -0.013, -0.927], [-5.568, -1.938, -3.464], [0.446, -0.201, -0.053], [0.477, 1.552, 0.852], [5.171, 2.104, 1.283], [0.210, -0.055, 0.213], [-0.131, -1.144, 0.265]], "lowdin_charge": [0.0639, 0.1240, 0.1275, -0.0211, 0.0611, -0.1519, 0.1104, 0.0838, -0.3653, -0.1208, 0.1460, -0.1200, -0.1655, 0.1374, 0.1118, -0.1040, 0.1424, -0.0428, -0.1931, 0.0983, -0.1415, 0.1184, -0.0694, 0.0908, 0.1387, 0.1075, 0.1253, 0.1077, 0.1246, -0.2256, -0.1678, 0.1259, 0.1303, 0.1195, -0.1977, 0.1113, -0.1320, 0.1380, -0.2549, -0.1518, 0.1102, 0.1172, -0.1604, 0.1314, -0.3569, 0.1010, -0.2215, 0.0441, 0.1160, 0.0991]}

=====

{"formula": "C17H15N9O", "method": "wB97M-V/def2-TZVPD", "largest_force_ha_per_bohr": 0.077, "charge": 0, "e_lumo_ev": -0.20, "orbital_gap_ev": 8.65, "species": ["N", "H", "H", "N", "H", "C", "N", "N", "H", "C", "H", "H", "C", "H", "H", "C", "C", "H", "C", "N", "C", "C", "N", "N", "N", "H", "C", "H", "H", "H", "O", "C", "N", "C", "H", "C", "H", "C", "C", "C", "C", "C"], "positions_angstrom": [[0.310, -5.249, 1.494], [-0.932, 3.289, -3.155], [-3.027, -4.189, -0.375], [0.554, 0.942, 1.243], [0.264, 5.454, -3.167], [-1.357, 0.679, -2.139], [1.290, 0.580, 2.312], [2.298, 1.432, 2.586], [2.021, 4.563, 0.623], [2.285, -1.500, 3.046], [1.649, 6.131, -1.266], [0.837, -0.343, 4.123], [-0.300, 3.519, -2.314], [1.461, -3.062, -0.473], [-0.638, 0.897, -0.290], [-1.779, -0.662, -1.654], [-2.694, -3.217, -0.762], [-4.441, -2.792, -2.051], [1.175, 5.139, -1.274], [1.356, -4.669, 0.894], [-0.978, -1.500, -0.832], [0.859, -3.707, 0.165], [-0.790, -4.605, 1.229], [-0.692, 1.392, -1.178], [-0.504, -3.644, 0.312], [3.067, -0.932, 3.552], [0.326, 4.788, -2.317], [0.017, -1.176, -0.531], [-3.631, -0.616, -2.754], [2.146, -2.463, 3.580], [-1.574, 1.035, -3.307], [1.399, 4.311, -0.236], [2.230, 2.369, 1.789], [1.172, 2.064, 0.918], [0.164, -1.160, 2.688], [-0.081, 2.639, -1.232], [2.608, -1.649, 2.013], [-3.023, -1.190, -2.087], [-1.389, -2.810, -0.393], [1.027, -0.637, 3.085], [-3.486, -2.458, -1.657], [0.800, 3.009, -0.209]], "forces_ev_per_angstrom": [[-1.301, 1.187, 0.461], [-0.097, -0.435, 0.161], [0.006, 0.426, -0.352], [1.710, 0.772, 1.087], [-0.392, -0.064, -0.033], [0.294, 0.839, -1.749], [-0.310, -0.417, 0.006], [-1.065, -3.092, 2.232], [-0.042, 0.082, -0.416], [0.052, -0.140, 0.410], [-0.215, -0.479, -0.103], [-0.209, -0.030, -0.239], [0.644, 1.549, 0.210], [-0.439, -0.212, 0.150], [0.086, 0.348, -0.183], [-0.842, -2.502, 0.591], [0.401, -0.514, -0.105], [0.167, -0.201, 0.382], [0.040, 1.860, -0.738], [-0.099, 0.166, -0.590], [-0.120, -0.758, 0.236], [-0.090, 0.528, -0.511], [-0.339, -0.811, -0.583], [-0.466, -0.902, 0.210], [2.559, -0.641, 0.871], [0.105, -0.218, -0.037], [0.064, -1.620, 0.161], [-0.184, 0.121, -0.058], [-0.156, 0.305, -0.299], [0.029, 0.528, -0.474], [0.209, -0.364, 1.939], [-0.268, -2.541, 1.554], [-1.174, 1.676, -3.264], [-0.152, 2.029, -0.985], [-0.142, 0.307, -0.235], [0.163, 0.669, -0.805], [-0.090, -0.267, 0.139], [0.623, -0.892, 0.788], [-1.962, 2.453, -1.601], [0.922, -0.038, 0.449], [1.449, 1.105, 0.513], [0.630, 0.186, 0.809]], "lowdin_charge": [-0.0370, 0.0986, 0.1126, 0.1589, 0.1030, -0.3972, -0.1761, 0.0589, 0.1085, -0.0914, 0.1135, 0.1189, 0.0153, 0.1285, 0.0876, -0.1151, -0.0038, 0.1068, -0.1154, 0.0155, 0.0431, -0.1556, 0.0521, 0.1391, -0.0631, 0.0653, -0.0573, 0.0966, 0.1100, 0.0879, 0.0663, -0.0449, 0.0706, -0.2363, 0.1085, -0.1738, 0.0680, -0.0003, -0.1764, -0.1733, -0.0395, -0.0776]}

=====

Calculated values (eV) of E for the records, taken in order: -29324.356; -33328.770.
Calculated values (kcal per mole) of ΔE to the lowest compared entry with this formula, charge and spin for the records, taken in order: 148.7; 0.0.